# 1
DFT (ωB97M-V/def2-TZVPD) results for C7H21FOP2W as an isolated structure in a non-equilibrium geometry.

The geometry in ORCA input format:
```
! RIJCOSX wB97M-V def2-TZVPD def2/J DEFGRID3
* xyz 2 3
W -0.626 0.249 0.755
P -0.694 -1.899 -0.090
P 0.661 1.937 -0.185
F -1.844 0.673 2.363
O 1.821 -0.614 2.537
C 1.499 2.796 1.196
C 0.040 -2.869 -1.438
C 1.684 2.213 -1.654
C -0.711 -3.034 1.355
C 0.875 -0.314 1.907
C -2.459 -1.639 -0.454
C -0.924 2.814 -0.384
H 0.824 2.876 2.061
H -0.075 0.039 -0.773
H -0.738 3.871 -0.120
H 1.798 3.806 0.878
H 0.304 -3.123 1.768
H -1.236 2.769 -1.442
H 2.049 -0.276 -0.393
H -2.836 -0.764 0.122
H -1.068 -4.034 1.056
H -1.698 2.362 0.286
H 1.126 1.889 -2.542
H 2.380 2.217 1.496
H -1.376 -2.636 2.138
H -3.003 -2.566 -0.181
H -0.399 -3.869 -1.497
H 1.109 -2.945 -1.250
H 1.951 3.272 -1.755
H 2.566 1.586 -1.552
H -2.576 -1.479 -1.540
H 1.691 -0.956 -0.288
H -0.113 -2.350 -2.380
*
```

Relative energy (zero: lowest compared OMol25 entry of this formula, charge and spin), eV: 0.000
Largest force on an atom, Eh/bohr: 0.1205
Expectation value of S²: 2.014

# 2
DFT (ωB97M-V/def2-TZVPD) results for a 2-piece molecular cluster, C7H21N3 overall in a non-equilibrium geometry.

The geometry in ORCA input format:
```
! RIJCOSX wB97M-V def2-TZVPD def2/J DEFGRID3
* xyz 0 1
N 0.911 0.805 -2.175
N 0.521 0.347 0.693
N -1.401 1.791 -0.377
C 1.200 -0.463 -1.529
C 1.932 -1.659 0.545
C 2.842 0.641 0.052
C -2.653 -0.159 1.882
C 1.626 -0.280 -0.055
C -2.252 0.734 -0.676
C -2.335 -0.654 0.476
H -2.906 -0.977 2.561
H -1.815 0.395 2.315
H 0.834 0.645 1.612
H 1.071 -2.321 0.450
H -1.571 -1.437 0.470
H -1.775 2.316 0.409
H -3.309 1.015 -0.694
H -3.499 0.529 1.860
H -3.204 -1.176 0.067
H -0.300 -0.313 0.805
H 2.179 -1.567 1.604
H 0.317 -1.114 -1.549
H -0.335 1.296 0.079
H 2.584 1.641 -0.287
H 2.015 -1.003 -2.032
H 1.636 1.085 -2.822
H 0.013 0.797 -2.650
H -1.955 0.248 -1.606
H 3.188 0.696 1.085
H 3.661 0.263 -0.559
H 2.781 -2.120 0.044
*
```

Relative energy (zero: lowest compared OMol25 entry of this formula, charge and spin), eV: 1.621
SMILES: CC(C)(N)CN.CCCN
Largest force on an atom, Eh/bohr: 0.0658

# 3
DFT (ωB97M-V/def2-TZVPD) results for a 2-piece molecular cluster, C7H21N4O3P overall in a non-equilibrium geometry.

The geometry in ORCA input format:
```
! RIJCOSX wB97M-V def2-TZVPD def2/J DEFGRID3
* xyz 0 1
P 0.295 0.201 1.499
O 0.416 -0.123 -2.728
O -1.225 -1.193 -1.717
O 0.926 -0.035 2.826
N -0.221 -1.136 -2.443
N -0.411 -1.202 0.749
N -0.934 1.488 1.317
N 1.471 0.686 0.395
C -1.598 2.200 2.449
C 0.446 -2.194 0.136
C 0.457 -2.361 -2.909
C 2.261 1.792 0.780
C 1.402 0.605 -1.083
C -1.246 2.034 -0.070
C -1.819 -1.595 1.043
H 2.652 1.661 1.789
H 0.263 -3.194 -2.233
H -2.499 -0.743 1.020
H 1.489 -2.017 -2.857
H -0.438 2.683 -0.409
H -2.097 2.674 0.162
H 1.781 2.769 0.724
H -1.342 1.223 -0.792
H -1.219 1.745 3.364
H 0.187 -2.525 -3.952
H -1.690 3.279 2.323
H 0.455 -3.052 0.808
H 1.259 1.517 -1.663
H -2.587 1.753 2.543
H 0.113 -2.507 -0.854
H -2.106 -2.186 0.173
H 2.211 -0.011 -1.476
H -1.848 -2.110 2.003
H 0.608 -0.128 -1.222
H 3.121 1.821 0.110
H 1.469 -1.822 0.195
*
```

Relative energy (zero: lowest compared OMol25 entry of this formula, charge and spin), eV: 3.905
SMILES: CN(C)P(=O)(N(C)C)N(C)C.C[N+](=O)[O-]
Largest force on an atom, Eh/bohr: 0.1175

# 4
DFT (ωB97M-V/def2-TZVPD) results for a 5-piece molecular cluster, C7H21NO8 overall in a non-equilibrium geometry.

The geometry in ORCA input format:
```
! RIJCOSX wB97M-V def2-TZVPD def2/J DEFGRID3
* xyz 0 1
O -8.864 30.087 20.684
O -9.100 30.287 18.445
O -10.837 30.443 19.650
O -6.720 27.014 18.277
O -8.982 25.423 19.109
O -9.260 24.988 15.351
O -1.081 28.555 19.009
O -9.109 23.638 17.914
N -9.596 24.585 18.468
C -5.712 26.005 18.247
C -8.034 25.041 14.605
C -11.479 30.507 20.894
C -2.111 27.793 18.406
C -9.512 30.254 19.700
C -11.095 24.776 18.470
C -7.759 29.899 18.136
H -7.223 30.817 17.882
H -7.753 29.259 17.262
H -11.502 23.959 17.884
H -9.255 24.086 15.686
H -11.438 24.747 19.500
H -7.863 24.059 14.148
H -11.290 25.775 18.095
H -2.630 28.379 17.639
H -11.275 31.459 21.405
H -4.729 26.426 18.068
H -7.525 26.570 18.582
H -11.108 29.778 21.623
H -0.571 29.005 18.333
H -1.705 26.919 17.889
H -8.101 25.792 13.824
H -7.304 29.427 19.002
H -2.840 27.518 19.162
H -7.136 25.215 15.207
H -12.556 30.399 20.821
H -5.753 25.419 19.169
H -5.952 25.309 17.433
*
```

Relative energy (zero: lowest compared OMol25 entry of this formula, charge and spin), eV: 0.545
SMILES: C[N+](=O)[O-].COC(=O)OC.CO.CO.CO
Largest force on an atom, Eh/bohr: 0.0395

# 5
DFT (ωB97M-V/def2-TZVPD) results for C7H22ClI2IrOP2 as an isolated structure in a non-equilibrium geometry.

The geometry in ORCA input format:
```
! RIJCOSX wB97M-V def2-TZVPD def2/J DEFGRID3
* xyz 3 6
Ir 0.024 -0.115 -0.153
I 0.024 2.620 -0.089
I 0.024 -2.838 0.094
Cl 0.022 -0.208 -2.561
P -2.348 -0.121 -0.379
P 2.396 -0.107 -0.380
O 0.068 -0.310 1.873
C 3.297 -0.031 1.207
C 3.055 1.283 -1.358
C -3.016 1.267 -1.356
C -3.250 -0.054 1.207
C 3.082 -1.560 -1.242
C -3.025 -1.577 -1.244
C -0.006 0.906 2.564
H -2.927 -2.464 -0.617
H 4.136 -1.377 -1.479
H -4.077 -1.397 -1.488
H 2.465 1.366 -2.275
H -2.447 -1.729 -2.159
H -2.972 -0.921 1.813
H 3.025 -0.898 1.816
H 4.105 1.091 -1.601
H -0.739 -0.822 2.127
H -0.025 0.701 3.656
H 2.511 -1.711 -2.162
H 2.982 -2.449 -0.618
H -2.432 1.347 -2.276
H -0.922 1.470 2.313
H -2.967 0.857 1.741
H 4.379 -0.028 1.041
H -4.067 1.073 -1.591
H -4.332 -0.058 1.042
H 0.909 1.501 2.392
H 3.007 0.880 1.737
H 2.960 2.213 -0.796
H -2.918 2.199 -0.797
*
```

Relative energy (zero: lowest compared OMol25 entry of this formula, charge and spin), eV: 0.000
Largest force on an atom, Eh/bohr: 0.1073
Expectation value of S²: 8.771

# 6
DFT (ωB97M-V/def2-TZVPD) results for a 5-piece molecular cluster, C7H22IO7 overall in a non-equilibrium geometry.

The geometry in ORCA input format:
```
! RIJCOSX wB97M-V def2-TZVPD def2/J DEFGRID3
* xyz -1 1
I 22.266 7.232 -17.117
O 19.435 4.517 -10.246
O 21.508 11.919 -22.837
O 24.204 13.174 -15.455
O 19.525 2.951 -12.729
O 20.625 14.051 -24.356
O 15.926 9.639 -16.172
O 15.758 9.350 -19.050
C 18.396 3.706 -12.255
C 15.615 10.678 -17.055
C 18.795 4.932 -11.399
C 21.893 13.455 -24.560
C 22.368 12.897 -23.247
C 14.930 10.226 -18.348
C 23.405 14.190 -15.933
H 14.775 11.071 -19.018
H 23.357 12.438 -23.239
H 13.925 9.875 -18.114
H 17.551 3.238 -11.750
H 23.859 14.315 -16.916
H 17.940 5.556 -11.138
H 23.448 15.091 -15.321
H 20.154 3.557 -13.127
H 22.603 14.236 -24.832
H 16.579 11.185 -17.087
H 16.560 9.251 -18.532
H 20.164 13.452 -23.763
H 19.517 5.648 -11.793
H 16.617 9.093 -16.554
H 21.751 12.766 -25.393
H 22.336 14.039 -16.081
H 14.975 11.372 -16.510
H 22.359 13.643 -22.453
H 17.829 4.153 -13.072
H 23.738 12.381 -15.730
H 20.008 3.782 -10.479
H 21.911 11.346 -22.181
*
```

Relative energy (zero: lowest compared OMol25 entry of this formula, charge and spin), eV: 2.123
Largest force on an atom, Eh/bohr: 0.0590

# 7
DFT (ωB97M-V/def2-TZVPD) results for C7H22N4O7Ti as an isolated structure in a non-equilibrium geometry.

The geometry in ORCA input format:
```
! RIJCOSX wB97M-V def2-TZVPD def2/J DEFGRID3
* xyz 0 3
Ti 0.274 -0.040 0.065
O -0.700 3.244 1.089
O -0.896 -2.009 0.942
O 2.560 -2.065 -0.425
O 1.183 -0.161 1.802
O -2.118 0.071 -1.883
O 1.085 0.376 3.965
O -2.309 2.745 -0.915
N -1.133 0.857 1.223
N -0.734 0.781 2.624
N -0.779 -0.333 -1.680
N 1.390 -1.428 -0.879
C -1.000 -1.708 -3.736
C -0.289 -1.290 -2.504
C 0.943 -1.860 -2.071
C 1.765 -2.828 -2.801
C 0.523 0.328 2.798
C 1.386 1.463 -0.645
C 0.332 1.103 5.044
H -1.775 3.117 -1.653
H 2.460 -3.324 -2.124
H 1.135 -3.585 -3.273
H -1.788 -1.004 -3.998
H 0.976 1.032 5.921
H -1.802 -2.272 0.627
H -2.135 0.641 1.260
H 2.355 -2.351 -3.600
H -1.437 -2.712 -3.669
H 1.523 1.408 -1.757
H 0.191 2.159 4.767
H -0.019 3.841 1.438
H -0.991 1.657 3.118
H -0.302 -1.754 -4.575
H 2.789 -1.697 0.449
H -0.840 2.072 1.072
H -0.631 0.614 5.245
H -0.308 -2.757 0.753
H 2.386 1.346 -0.154
H 0.845 2.379 -0.303
H -2.252 0.995 -1.500
H -1.865 2.952 -0.058
*
```

Relative energy (zero: lowest compared OMol25 entry of this formula, charge and spin), eV: 0.000
Largest force on an atom, Eh/bohr: 0.0782
Expectation value of S²: 2.012

| no. | DFT total energy (Eh) |
| --- | --- |
| 1 | -1203.4969 |
| 2 | -443.5010 |
| 3 | -1065.2037 |
| 4 | -935.8262 |
| 5 | -2196.5710 |
| 6 | -1104.2362 |
| 7 | -1874.9652 |